The following is a DFT calculation (ωB97M-V/def2-TZVPD) of a molecular structure, C21H35FP2Re in a non-equilibrium geometry.

```
60
Properties=species:S:1:pos:R:3:forces:R:3:mulliken_charge:R:1
P -0.878 -1.915 -4.249 -0.1102 -5.4817 -5.7095 0.860
P -0.981 1.164 -4.369 0.6537 4.2599 -8.0261 1.318
C -1.552 -1.192 -5.861 0.3335 -0.5129 0.5415 -1.199
C -0.772 0.093 -6.032 -0.3255 0.5804 0.9028 -1.061
H -2.628 -1.048 -5.694 0.2743 0.1152 -0.3592 0.314
H -1.383 -1.902 -6.676 -0.1400 0.0692 0.0395 0.554
H 0.323 -0.075 -6.091 -0.6345 0.0552 -0.1559 0.369
H -1.105 0.749 -6.847 0.1261 -0.3348 0.1628 0.683
C -2.444 2.214 -4.817 -0.4742 -0.1688 0.2769 -1.162
H -2.295 3.171 -4.286 -0.3462 -0.3404 -0.4172 0.283
H -3.376 1.753 -4.459 0.2783 0.3067 -0.2836 0.426
H -2.463 2.355 -5.920 -0.0120 0.0420 0.7981 0.428
C 0.158 2.419 -5.189 0.6969 0.4733 0.4839 -1.533
H -0.121 2.522 -6.255 -0.0939 -0.2843 0.6429 0.593
H 1.223 2.167 -5.166 -0.1957 0.0209 0.0921 0.333
H 0.031 3.415 -4.749 0.1120 -0.3284 -0.2550 0.504
C -1.706 -3.536 -4.166 -0.1654 -0.1282 0.0418 -1.288
H -1.220 -4.171 -3.421 -0.1177 0.0236 -0.1796 0.466
H -1.662 -4.050 -5.131 0.0772 0.1714 0.1009 0.437
H -2.754 -3.408 -3.886 0.0835 -0.0295 0.0206 0.364
C 0.730 -2.510 -4.918 0.4585 0.2724 0.3267 -1.543
H 1.471 -1.716 -5.056 -0.1176 -0.1533 0.0776 0.328
H 0.521 -2.963 -5.899 -0.0293 0.0799 0.4069 0.498
H 1.160 -3.268 -4.253 -0.0816 0.1514 -0.1378 0.409
Re -1.334 -0.335 -2.913 -3.8168 1.8960 12.1583 -0.642
C 2.287 3.401 -2.506 0.5790 -0.5515 -0.2009 -0.615
C 1.205 4.273 -2.647 0.2190 0.3730 0.4430 -0.216
C -0.116 3.868 -2.498 0.4063 0.2063 -0.2270 -0.662
C 2.199 -1.537 -2.263 3.1979 0.1996 -1.0765 0.067
C 3.524 -1.515 -2.741 -3.3977 1.4918 0.5744 -0.653
C 3.801 -0.136 -3.044 1.7828 -1.2606 -0.3935 -0.784
C 2.900 0.954 -3.488 -0.2702 1.0606 -1.0531 -0.115
C 2.191 1.902 -2.432 -1.3913 -0.0026 0.1703 1.290
C -0.897 -1.974 -1.551 0.3180 -0.9803 0.3678 -1.465
H 3.292 3.845 -2.596 -0.4203 -0.1828 0.0947 0.476
H 1.466 5.335 -2.927 -0.5849 -1.2479 -0.0485 0.403
H -0.480 3.087 -1.816 0.5060 -0.2173 -0.3336 0.278
H -0.903 4.322 -3.097 0.0982 0.6650 0.5678 0.625
H -3.088 0.240 -2.689 2.2011 -0.7023 -0.5729 0.180
H -2.856 -1.036 -3.292 1.0239 0.3147 -0.1157 0.169
H 4.236 -2.332 -2.821 0.0706 0.2283 0.2169 0.484
H 4.882 0.096 -3.212 -0.9429 -0.2736 0.6160 0.383
H 2.083 0.541 -4.121 0.4275 0.0881 0.4667 -0.223
H 3.512 1.588 -4.171 -0.3715 -0.3439 0.4172 0.678
H 1.101 1.678 -2.517 0.8781 0.0033 0.3432 -1.192
H 2.501 1.566 -1.425 0.1221 0.4840 -0.2815 0.729
H 0.131 -1.770 -1.189 -0.8246 0.0157 0.1204 0.394
H -0.913 -3.029 -1.871 0.0221 0.5521 0.0559 0.391
H -1.662 -1.878 -0.754 0.4377 0.2438 -0.3308 0.432
F -0.414 2.671 2.748 -0.0646 -0.7486 -1.2772 -0.310
C -0.614 1.996 1.568 0.0111 0.6446 0.8753 0.208
C 0.501 1.532 0.861 -0.3383 -0.2044 -0.1316 -0.813
C 0.249 0.820 -0.326 0.0539 0.5150 0.7814 0.682
C -1.043 0.794 -0.840 -0.1715 -1.9605 -2.3336 -0.078
C -2.140 1.195 -0.092 0.0356 0.5400 0.5627 -0.332
C -1.933 1.800 1.158 0.0595 -0.1795 -0.4650 -0.653
H 1.512 1.705 1.239 -0.4147 -0.2175 0.0707 0.529
H 1.046 0.250 -0.817 -0.2716 0.4112 0.2741 0.181
H -3.140 1.006 -0.482 0.1722 0.2958 0.3389 0.341
H -2.779 2.110 1.774 0.4083 -0.0154 -0.0658 0.453
```
Positions in Å, forces in eV/Å.

Its net charge is +2. As for the LUMO energy (alpha / beta): -9.333 / -9.295 eV. As for the spin multiplicity: 4. The calculated total energy comes out at -1680.9132 Eh. The value obtained for the orbital gap (alpha / beta) is 4.6 / 4.9 eV. Its strongest force on any atom is 0.25055 Eh/bohr. Its highest occupied orbital energy (alpha / beta) is -13.979 / -14.245 eV.